The following is a quantum chemistry calculation of a cluster of 3 separate species, C11H21N2 in total at a distorted geometry, from the OMol25 dataset.

Calculated values
Highest occupied orbital energy: -10.8 eV
DFT total energy: -540.776913 Ha
Relative energy (zero: lowest compared OMol25 entry of this formula, charge and spin): 5.483 eV
Kohn-Sham gap: 7.88 eV
2S+1: 1
Strongest force on any atom: 5.3 eV Å⁻¹
Net charge: +1

Each line ends with the Löwdin charge.
CARTESIAN COORDINATES (ANGSTROEM)
C (-0.667, -2.736, -0.836)  0.053
C (0.675, -0.810, 1.361)  -0.015
C (-0.352, -1.445, -0.954)  -0.125
C (-0.238, -0.497, 0.233)  -0.261
C (-1.125, 0.412, 0.521)  -0.074
C (3.236, 1.377, -0.108)  -0.248
C (-1.111, 2.917, 0.943)  -0.085
C (5.255, -0.212, -0.309)  -0.071
C (-4.256, -0.990, -0.539)  -0.039
C (-1.719, 1.547, 1.028)  -0.102
C (4.108, 0.543, 0.366)  -0.175
N (2.313, 1.939, -0.658)  0.127
N (-2.977, -0.518, -1.145)  0.043
H (-0.767, -3.387, -1.657)  0.069
H (-0.955, -3.202, 0.061)  0.076
H (0.556, -0.004, 2.158)  0.133
H (0.445, -1.723, 1.747)  0.052
H (0.153, -1.004, -1.801)  0.127
H (-0.391, 2.929, 0.081)  0.081
H (-0.562, 3.154, 1.871)  0.088
H (-1.824, 3.783, 0.932)  0.090
H (5.237, -0.233, -1.364)  0.061
H (5.076, -1.160, 0.090)  0.040
H (6.230, 0.156, 0.102)  0.095
H (-4.251, -1.805, 0.164)  0.094
H (-4.461, -0.159, 0.042)  0.060
H (-4.928, -1.202, -1.405)  0.117
H (-2.413, -0.038, -0.387)  0.040
H (-2.689, 1.396, 1.465)  0.098
H (3.964, 0.583, 1.468)  0.119
H (1.656, -0.969, 1.001)  0.068
H (2.265, 2.906, -1.084)  0.103
H (-3.266, -0.078, -2.029)  0.159
H (-2.219, -1.470, -1.361)  0.204

---

The following is a quantum chemistry calculation of the ion C11H21N2O with charge +1 at a distorted geometry, from the OMol25 dataset.

Calculated values
Highest occupied orbital energy: -11.8 eV
DFT total energy: -616.062980 Ha
Relative energy (zero: lowest compared OMol25 entry of this formula, charge and spin): 5.576 eV
Kohn-Sham gap: 9.57 eV
2S+1: 1
Strongest force on any atom: 6.2 eV Å⁻¹
SMILES: CN1C=C(C[C@H]2CO2)[N+](C)(C)C1(C)C
Net charge: +1

Each line ends with the Löwdin charge.
CARTESIAN COORDINATES (ANGSTROEM)
C (-0.030, 1.255, -1.150)  0.040
C (0.769, 0.185, -0.888)  -0.175
C (3.508, 1.127, 0.249)  -0.105
C (3.124, -0.271, -0.083)  -0.259
C (-1.311, 0.013, 0.409)  -0.322
C (-0.920, 0.571, 1.815)  0.053
C (-2.603, -0.789, 0.597)  0.033
C (-2.201, 2.258, -0.369)  -0.009
C (-0.814, -1.838, -1.241)  0.037
C (0.397, -1.717, 0.840)  0.040
C (2.115, -0.180, -1.283)  -0.097
N (-1.310, 1.150, -0.602)  -0.103
N (-0.157, -0.882, -0.293)  -0.142
O (2.597, 0.400, 0.989)  -0.072
H (0.148, 2.114, -1.643)  0.111
H (4.535, 1.272, 0.648)  0.129
H (3.236, 1.987, -0.334)  0.115
H (3.572, -1.247, 0.243)  0.169
H (0.058, 0.778, 1.797)  0.050
H (-1.101, -0.258, 2.462)  0.103
H (-1.481, 1.371, 1.963)  0.044
H (-3.042, -0.969, -0.271)  0.052
H (-3.190, -0.132, 1.155)  0.098
H (-2.286, -1.613, 1.091)  0.063
H (-2.410, 2.187, 0.604)  0.026
H (-1.578, 3.109, -0.596)  0.104
H (-3.173, 2.099, -0.965)  0.136
H (-1.475, -2.519, -0.814)  0.088
H (-1.399, -1.123, -1.801)  0.105
H (-0.030, -2.177, -1.949)  0.130
H (-0.339, -2.182, 1.305)  0.058
H (1.177, -2.345, 0.394)  0.126
H (1.038, -1.162, 1.463)  0.084
H (2.260, -1.182, -1.730)  0.124
H (2.318, 0.710, -2.009)  0.165

---

The following is a quantum chemistry calculation of a structure of composition C11H21N2O9P2Tm at a distorted geometry, from the OMol25 dataset.

Calculated values
Highest occupied orbital energy (alpha / beta): -14.9 / -14.8 eV
DFT total energy: -2985.403636 Ha
Kohn-Sham gap (alpha / beta): 5.76 / 5.72 eV
2S+1: 3
Strongest force on any atom: 8.2 eV Å⁻¹
Net charge: +2

Each line ends with the Löwdin charge.
CARTESIAN COORDINATES (ANGSTROEM)
C (-0.471, 4.288, 1.921)  -0.069
N (-0.924, 3.521, 0.675)  -0.162
C (-0.816, 4.527, -0.431)  -0.099
C (0.116, 2.455, 0.529)  -0.354
O (0.964, 2.666, -0.407)  0.024
C (0.171, 1.229, 1.544)  -0.068
C (-0.663, -0.081, 1.120)  -0.391
P (-1.709, -0.497, 2.707)  0.799
O (-2.615, -1.724, 2.511)  -0.401
C (-1.893, 0.231, 0.090)  -0.383
O (-2.131, -0.457, -0.936)  0.105
O (-2.841, 1.279, 0.342)  0.173
N (0.183, -1.244, 0.655)  -0.147
C (1.287, -0.867, -0.272)  -0.241
C (0.912, -0.207, -1.684)  -0.130
C (0.571, -1.258, -2.870)  -0.109
C (-0.272, -2.562, -2.466)  -0.183
O (0.316, -3.702, -3.209)  -0.159
C (-0.603, -4.203, -4.192)  -0.210
O (-0.182, -4.248, -5.381)  0.083
P (0.894, -2.144, 2.022)  0.683
O (-0.030, -3.256, 2.566)  -0.215
O (2.352, -3.063, 1.593)  -0.294
O (1.474, -1.112, 3.286)  -0.132
H (-0.795, 5.393, 1.853)  0.119
H (0.689, 4.301, 1.877)  0.116
H (-0.838, 3.771, 2.873)  0.095
H (-0.919, 4.059, -1.466)  0.107
H (0.146, 5.164, -0.320)  0.116
H (-1.690, 5.278, -0.321)  0.119
H (1.293, 1.027, 1.752)  0.129
H (-0.227, 1.641, 2.556)  0.118
H (-2.610, 0.643, 2.808)  0.074
H (-0.935, -0.478, 3.905)  0.046
H (1.815, -1.866, -0.605)  0.011
H (2.133, -0.230, 0.186)  0.145
H (1.890, 0.317, -2.032)  0.149
H (0.134, 0.622, -1.669)  0.117
H (0.041, -0.771, -3.775)  0.157
H (1.595, -1.623, -3.278)  0.136
H (-1.349, -2.464, -2.829)  0.145
H (-0.257, -2.872, -1.369)  0.086
H (-1.666, -4.594, -3.945)  0.188
H (3.110, -2.440, 1.406)  0.121
H (2.341, -0.785, 2.912)  0.097
Tm (2.006, -3.662, -0.233)  1.489

---

The following is a quantum chemistry calculation of the molecule C11H21N5O3 at a distorted geometry, from the OMol25 dataset.

Calculated values
Highest occupied orbital energy: -8.8 eV
DFT total energy: -931.096307 Ha
Relative energy (zero: lowest compared OMol25 entry of this formula, charge and spin): 6.049 eV
Kohn-Sham gap: 9.52 eV
2S+1: 1
Strongest force on any atom: 7.6 eV Å⁻¹
SMILES: [H]/N=C(/N)NCCC[C@H](N)C(=O)N1CCC[C@H]1C(=O)O

Each line ends with the Löwdin charge.
CARTESIAN COORDINATES (ANGSTROEM)
C (0.532, 0.013, -0.392)  -0.393
C (-1.040, -0.494, 0.032)  -0.284
C (1.404, -1.111, -0.187)  -0.215
C (2.458, -1.033, -1.244)  -0.205
C (3.783, -1.530, -0.687)  -0.316
C (4.048, 0.208, 0.974)  -0.539
C (-3.172, 0.043, 0.864)  -0.294
C (-3.904, -1.107, 0.430)  -0.496
C (-4.272, 1.126, 0.761)  -0.109
C (-4.011, 1.584, -0.656)  -0.179
C (-2.461, 1.577, -0.755)  -0.106
H (1.315, 1.581, 1.004)  0.172
H (1.696, 1.572, -0.849)  0.109
H (0.443, 0.155, -1.583)  0.173
H (1.675, -1.046, 0.756)  0.054
H (0.925, -2.184, -0.264)  0.171
H (2.244, -1.514, -2.235)  0.131
H (2.463, -0.005, -1.735)  0.102
H (4.657, -1.311, -1.451)  0.149
H (3.633, -2.597, -0.746)  0.120
H (3.715, -1.862, 1.225)  0.184
H (3.121, 0.074, 2.642)  0.063
H (4.578, 2.005, 0.622)  0.118
H (5.452, 0.872, -0.510)  0.117
H (-3.089, -0.210, 1.999)  0.202
H (-4.078, 1.877, 1.461)  0.100
H (-5.310, 0.781, 0.854)  0.135
H (-4.376, 2.609, -1.182)  0.156
H (-4.379, 0.716, -1.408)  0.146
H (-2.000, 1.554, -1.745)  0.125
H (-2.136, 2.378, -0.013)  0.136
H (-5.203, -2.397, 0.586)  0.166
N (0.980, 1.279, -0.079)  0.004
N (4.080, -1.120, 0.536)  -0.018
N (3.731, 0.744, 2.097)  0.078
N (4.475, 1.165, -0.097)  0.051
N (-2.083, 0.407, 0.103)  -0.016
O (-1.207, -1.632, 0.438)  0.068
O (-3.924, -1.407, -0.800)  0.043
O (-4.764, -1.761, 1.235)  0.100